Density functional theory data (wB97M-V/def2-TZVPD) for H80O40 as an isolated structure at a distorted geometry.

Structure (XYZ):
```
120
Properties=species:S:1:pos:R:3:forces:R:3:mulliken_charge:R:1
H -5.2383 -0.0364 -2.2037 0.424 -0.125 -0.757 0.34
H -4.1529 -0.9815 -1.8820 0.050 -0.138 -0.571 0.36
O -4.3909 -0.3496 -2.5960 -0.864 -0.081 1.577 -0.75
H 0.8328 3.5190 5.8112 -0.068 0.157 -0.739 0.28
H -0.5075 2.9323 5.7301 -0.009 0.484 -0.520 0.25
O 0.0554 3.5525 5.2214 -0.263 -0.470 1.376 -0.61
H 1.6257 -5.2847 1.8214 0.345 0.268 -0.250 0.25
H 2.7306 -5.5254 0.6553 -1.247 -0.498 3.372 0.29
O 2.0701 -5.9042 1.2417 0.032 -3.731 3.758 -0.70
H 1.5283 2.9415 -1.8705 0.397 -0.605 -0.912 0.20
H 1.0506 2.5560 -3.2702 0.150 0.596 -0.063 0.20
O 1.7692 2.3796 -2.6569 -0.869 0.708 1.194 -0.40
H 2.6130 -2.6178 -3.1611 1.025 -0.197 0.695 0.18
H 3.6575 -3.6680 -2.8179 0.068 -0.028 0.149 0.27
O 2.9663 -3.1279 -2.4134 1.357 0.396 -0.508 -0.60
H 3.2630 0.8207 -5.3808 -1.030 1.227 0.410 0.30
O 2.4058 1.3025 -5.2532 0.213 -2.648 -1.825 -0.66
H -4.0392 -2.7350 0.6378 0.145 -0.818 -1.519 0.42
O -3.7614 -3.1649 -0.2259 -0.806 0.876 1.939 -0.75
H 3.8073 2.6076 -2.2641 0.587 -0.447 -0.401 0.37
H 3.7675 1.1119 -2.3926 1.036 1.429 -0.415 0.12
O 4.3874 1.8776 -2.5687 -1.204 -1.008 0.674 -0.67
H -2.9600 3.9671 3.7354 -0.129 -0.531 0.050 0.25
H -3.4652 5.0815 2.9480 -0.255 0.592 -0.363 0.30
O -3.7576 4.2271 3.2605 0.323 0.327 0.489 -0.53
H 0.5503 1.5391 0.5253 -0.059 -0.086 0.517 -0.13
H 1.1005 2.3669 1.6673 -0.410 -0.119 -0.008 0.19
O 0.2574 2.0428 1.3073 0.300 0.202 -0.652 -0.13
H -1.9526 2.0919 2.1267 0.785 -0.059 0.249 0.33
H -3.2368 1.8732 1.3189 -0.339 1.259 1.373 0.06
O -2.8526 1.7865 2.2299 -1.146 -0.561 -2.094 -0.78
H 1.1239 -4.3855 -2.6938 -0.858 -0.956 0.323 0.50
O 1.1914 -4.9378 -1.8630 -6.321 0.370 -7.211 -0.75
H -1.7722 -1.8632 -2.5910 0.164 -0.305 -0.012 0.21
H -2.7161 -1.4139 -3.6553 -0.454 0.195 -0.420 0.40
O -1.9335 -1.9499 -3.5458 0.447 0.103 0.123 -0.75
H -1.0784 -2.3525 4.7686 0.706 -0.209 0.994 0.38
H 0.1872 -2.7145 5.7547 0.146 0.027 -0.658 0.29
O -0.7091 -2.3988 5.6807 -1.510 0.034 0.368 -0.64
H -2.2045 4.5019 -1.3232 -0.786 1.696 -0.198 0.53
H -3.0218 4.3665 -0.1782 -0.745 0.684 0.502 0.30
O -2.7969 5.0924 -0.7858 0.459 -1.459 -0.039 -0.77
H -0.9063 -0.9847 3.2626 -1.144 0.034 -0.143 0.56
H -2.2765 -0.4388 3.3957 0.068 -0.070 0.306 0.33
O -1.8192 -1.2905 3.4403 0.262 -0.483 -0.833 -0.90
H 0.0449 -2.6643 -3.6972 -0.533 0.109 0.027 0.31
H 1.5788 -2.6679 -3.8473 -2.418 -1.346 -0.101 0.66
O 0.7877 -3.2339 -3.8991 -1.271 -4.396 0.803 -0.89
H -1.3757 0.8381 -4.2408 0.617 0.063 0.191 0.23
H -0.2733 1.7888 -3.5978 -0.042 -0.892 0.220 -0.04
O -1.1682 1.7262 -3.9158 -0.871 -0.364 -1.450 -0.42
H 3.6554 3.1386 0.4444 -0.374 -0.619 -0.402 0.26
O 2.9912 2.5216 0.0756 0.340 0.139 0.359 -0.54
H -2.9299 0.4308 -1.5901 0.789 -0.375 0.313 0.01
H -1.6287 -0.1984 -0.8975 -0.911 0.541 -0.101 -0.40
O -1.9540 0.4777 -1.5173 0.359 0.125 -0.412 1.26
H -1.2500 3.1839 -1.1903 0.157 0.318 -0.159 -0.07
O -1.6465 3.1039 -2.0705 0.514 -0.488 1.253 -0.53
H 2.3792 0.8426 4.6085 -0.256 1.880 -0.015 0.34
H 2.8038 2.3074 4.2297 -0.585 -0.626 0.513 0.22
O 2.1355 1.8129 4.7437 0.685 -1.263 -0.165 -0.54
H 1.6811 -0.5188 -4.4697 0.465 0.900 0.027 0.20
H 1.2126 -1.7929 -5.1782 -0.247 -0.103 -0.541 0.28
O 1.6671 -1.4753 -4.4019 1.994 4.876 -2.304 -0.63
H -2.6135 0.1641 6.2942 -0.326 -0.499 -0.100 0.30
H -3.2890 1.5236 5.8151 -0.127 -0.592 0.344 0.31
O -2.4878 1.0980 6.1504 0.220 1.258 -0.038 -0.67
H 0.4493 3.0638 -5.9375 -0.466 0.539 0.027 0.29
H -0.7209 3.3375 -5.0032 -0.249 -0.024 -0.109 0.44
O -0.1486 3.7797 -5.6440 0.744 -0.531 -0.045 -0.69
H -0.1801 -3.3542 1.1936 0.728 0.333 0.319 0.17
H 0.9038 -2.1523 1.4003 -0.646 -0.516 -0.028 0.00
O -0.0392 -2.3786 1.2539 0.088 0.056 0.850 0.35
H -1.6083 -1.8970 -0.0809 1.425 -0.388 -0.692 0.05
H -0.6203 -2.9726 -0.6841 0.318 -0.061 0.382 -0.14
O -1.2895 -2.3292 -0.9088 -1.188 0.908 -0.373 -0.47
H 3.2526 -0.2237 2.2999 -0.031 0.043 -0.660 0.20
H 3.7125 1.2944 2.5049 0.009 0.104 -0.860 0.25
O 3.5405 0.4546 2.9093 0.255 -0.477 1.152 -0.62
H 0.4193 0.1319 -1.0868 0.006 -0.049 -0.540 -0.56
H 1.9876 -0.1827 -1.0282 -1.083 1.642 0.386 0.71
O 1.1174 -0.2843 -0.5824 -1.760 0.677 2.836 0.99
H -0.3697 1.3508 4.2475 0.537 -0.242 -0.929 -0.13
H -1.7504 1.3738 4.4796 -0.841 -0.405 -0.036 0.14
O -1.1766 1.1142 3.7484 1.775 1.173 1.412 0.45
H -2.3200 -1.0607 1.3372 -0.796 1.063 0.009 0.29
H -2.8764 0.4225 1.2338 0.457 -1.622 -0.074 0.45
O -2.8446 -0.4584 0.7415 0.567 -0.667 0.964 -0.64
H 3.2948 -5.1240 -0.4520 1.862 0.857 -0.726 0.28
O 2.3927 -4.8346 -0.4559 5.930 3.206 3.592 -0.29
H 1.9551 -1.5071 0.0925 0.249 0.211 1.776 0.08
H 2.8724 -2.5991 0.5669 0.436 -0.433 0.494 0.15
O 2.5564 -1.7424 0.8689 -0.243 -0.122 -1.555 -0.51
H 3.4105 1.6466 0.0052 0.077 0.561 0.115 0.24
H 2.4904 1.9818 -4.6254 0.946 1.323 1.480 0.37
H -1.8719 2.1508 -2.0027 0.101 0.292 -0.529 0.38
H -2.8844 -2.7799 -0.3367 -0.181 -0.542 -0.632 0.46
H 2.1079 -5.1250 -1.6868 -0.875 -2.325 -2.608 0.55
H 2.1449 -4.1146 -1.0484 0.716 1.685 0.531 -0.05
O 0.0536 4.7974 -0.2491 0.711 -0.336 -1.452 -0.55
H -0.0601 5.4746 0.4069 -0.356 -0.046 0.630 0.27
H -0.0837 3.9127 0.0930 0.125 0.130 1.142 0.34
O -0.3222 -5.0218 0.7001 -2.521 0.718 0.489 -0.67
H -1.3211 -4.9617 0.5324 2.269 -0.548 -0.247 0.27
H 0.2008 -5.2684 -0.0762 -0.453 -0.222 -0.398 0.38
O 6.0453 -1.0974 1.3222 -0.142 0.123 0.030 -0.53
H 6.8874 -1.4761 1.5765 0.242 -0.027 0.167 0.28
H 5.8219 -1.5525 0.5111 -0.098 -0.095 -0.238 0.27
O -4.7468 3.1482 0.8583 -0.055 0.172 0.336 -0.47
H -5.0731 3.2358 -0.0400 -0.366 0.074 -0.172 0.29
H -5.2148 3.7490 1.4674 0.428 -0.450 -0.532 0.22
O 1.3671 -1.5860 4.2111 0.560 0.315 -0.095 -0.61
H 1.7462 -2.3864 3.8480 0.230 -0.196 -0.191 0.24
H 0.5257 -1.5021 3.7588 0.193 -0.105 0.107 -0.11
O -4.8576 2.5739 -1.8885 1.341 -0.543 -1.480 -0.73
H -4.4626 1.8303 -2.4054 -0.804 0.238 0.725 0.26
H -4.2562 3.2473 -2.2603 -0.421 0.509 0.582 0.34
O 2.4453 -0.6073 -2.2081 4.525 -2.444 -2.099 -0.53
H 2.3133 -1.4802 -1.7461 -0.242 0.945 -0.930 -0.13
H 3.3723 -0.8307 -2.5273 -1.188 0.838 0.102 0.44
```
Forces are in eV/Å.

## Properties
**LUMO level**: -1.19 eV
**Total energy**: -83188.7510 eV
**HOMO-LUMO gap**: 8.88 eV